Molecular formula: C51H104F18N9O13S6
Method: DFT, ωB97M-V with the def2-TZVPD basis set

Summary:
* E_tot: -7661.9643 Ha
* frontier orbital gap: 7.006 eV
* total charge: +3
* LUMO: -0.2070 hartree
* largest force on an atom: 8.9 eV Å⁻¹

```
201
Properties=species:S:1:pos:R:3:forces:R:3
C 4.135 4.680 -0.413 1.220 -0.535 -0.129
N 3.073 3.705 -0.834 0.021 0.674 -0.562
C 1.787 4.482 -1.231 0.603 -0.203 -0.385
C 3.572 2.924 -2.074 -1.029 -0.078 -0.047
C 2.692 2.813 0.318 -1.179 -1.332 0.202
C 3.666 1.730 0.840 1.627 1.971 -0.979
O 4.848 2.351 1.389 -2.209 0.364 -0.072
H 3.892 5.145 0.542 -0.026 -0.112 -0.213
H 4.436 5.398 -1.177 -0.988 0.200 -0.217
H 5.051 4.092 -0.354 -0.124 -0.125 0.769
H 1.275 5.038 -0.446 0.766 -0.248 0.703
H 1.018 3.804 -1.600 0.457 -0.207 -0.300
H 2.078 5.235 -1.964 0.038 -0.363 -0.193
H 4.462 2.295 -2.038 0.235 0.366 1.285
H 3.780 3.616 -2.891 -0.453 0.222 0.182
H 2.766 2.229 -2.307 -0.094 0.279 -0.291
H 1.818 2.258 -0.024 0.041 -0.288 -0.494
H 2.176 3.449 1.037 0.903 0.278 0.509
H 4.053 1.187 -0.023 -0.528 -0.382 -0.273
H 3.160 1.005 1.476 -0.183 0.267 0.282
H 5.434 1.600 1.507 0.991 -0.389 0.424
C -6.689 -1.144 -1.308 -0.430 -0.922 0.417
C -5.290 -1.748 -1.074 -0.715 -0.293 -0.435
C -5.241 -3.301 -1.111 1.509 0.473 0.247
N -3.754 -3.919 -0.853 0.401 0.548 1.078
C -3.204 -3.511 0.571 -1.464 1.668 -1.873
C -2.674 -3.594 -1.923 -0.765 -0.192 -1.244
C -1.723 -4.781 -2.007 -0.021 1.185 1.471
C -2.621 -5.929 -1.597 -0.483 -0.582 -0.866
C -3.886 -5.432 -0.789 1.952 -0.151 -0.970
H -7.124 -1.454 -2.259 -0.001 -0.093 0.007
H -6.679 -0.054 -1.302 0.285 -0.102 0.108
H -7.337 -1.480 -0.498 -0.339 0.143 -0.125
H -5.008 -1.402 -0.079 0.660 0.112 -0.270
H -4.755 -1.301 -1.912 1.017 -0.282 0.461
H -5.581 -3.730 -2.054 0.332 0.112 -0.173
H -5.843 -3.782 -0.340 0.065 0.228 0.213
H -2.989 -2.444 0.513 0.165 -0.045 -0.075
H -2.270 -3.997 0.853 -0.529 -0.501 -0.130
H -4.112 -3.571 1.170 0.576 -0.645 0.609
H -2.166 -2.636 -1.813 -0.444 0.046 0.665
H -3.162 -3.585 -2.898 -0.613 0.319 0.149
H -0.880 -4.542 -1.358 0.075 -0.503 0.310
H -1.302 -4.949 -2.998 -0.237 0.262 -0.034
H -2.001 -6.726 -1.185 -0.651 -0.171 0.337
H -2.996 -6.246 -2.569 -0.177 -0.667 0.187
H -3.815 -5.800 0.234 -0.414 0.367 -0.036
H -4.825 -5.722 -1.262 0.215 -0.117 0.098
C -6.476 8.578 -3.279 1.581 -1.140 -0.141
C -5.233 7.883 -2.607 -1.345 -0.360 0.814
C -3.950 7.808 -3.412 -0.456 1.681 -0.019
N -2.794 7.190 -2.663 0.147 -0.303 1.060
C -2.800 7.777 -1.173 0.638 -0.342 -1.014
C -2.843 5.655 -2.721 0.325 0.235 -0.119
C -1.393 5.156 -2.573 -0.794 1.150 1.312
C -0.582 6.280 -3.193 1.278 0.838 -0.842
C -1.495 7.521 -3.362 -0.724 -0.792 0.230
H -7.404 8.449 -2.721 0.360 -0.055 0.272
H -6.532 7.921 -4.147 -0.726 0.802 -0.718
H -6.328 9.637 -3.490 0.040 -0.192 -0.282
H -5.584 6.867 -2.425 0.064 -0.200 0.274
H -5.039 8.312 -1.624 -0.044 0.053 -0.167
H -3.682 8.844 -3.621 0.499 0.181 0.197
H -4.039 7.407 -4.421 -0.018 -0.725 0.234
H -1.821 7.777 -0.692 0.291 -0.906 -0.422
H -3.510 7.221 -0.562 -0.074 0.309 -0.079
H -2.955 8.853 -1.255 -0.749 -0.201 -0.163
H -3.534 5.318 -1.948 -0.048 -0.172 -0.297
H -3.118 5.376 -3.738 -0.728 0.262 0.124
H -1.228 5.157 -1.495 0.379 -0.243 0.034
H -1.243 4.146 -2.952 -0.057 0.242 -0.176
H 0.380 6.487 -2.722 -0.336 0.165 0.724
H -0.211 6.094 -4.201 -0.356 -0.573 -0.166
H -1.223 8.502 -2.971 0.547 -0.205 -0.392
H -1.734 7.509 -4.425 -0.090 0.765 0.090
C 2.599 -3.528 -4.664 -0.645 -0.298 -0.617
C 1.873 -3.427 -6.067 0.411 0.207 1.468
C 1.216 -4.698 -6.538 0.233 -0.153 -2.362
N 2.039 -5.575 -7.506 0.406 -0.631 0.950
C 3.305 -6.088 -6.709 -1.650 1.081 -0.087
C 2.385 -4.829 -8.835 1.328 -1.414 0.248
C 2.238 -5.911 -9.942 -0.850 0.449 0.698
C 1.025 -6.685 -9.396 -0.738 -0.632 -0.203
C 1.142 -6.748 -7.871 0.331 -0.043 -1.403
H 2.980 -2.618 -4.200 -0.123 0.194 -0.520
H 3.428 -4.233 -4.716 0.132 0.199 -0.171
H 1.937 -3.974 -3.922 -0.318 0.066 -0.044
H 2.499 -2.974 -6.835 0.436 -0.453 -0.066
H 1.006 -2.775 -6.170 0.157 0.651 1.237
H 0.453 -4.307 -7.211 -0.406 -0.553 -0.069
H 0.721 -5.404 -5.872 0.441 0.457 0.573
H 2.884 -6.337 -5.735 0.174 -0.120 0.003
H 3.928 -5.201 -6.589 0.287 -0.418 -0.176
H 3.797 -6.980 -7.097 -0.161 0.412 -0.584
H 3.449 -4.619 -8.730 -0.214 0.675 -0.063
H 1.783 -3.928 -8.949 -0.063 -0.276 0.113
H 3.183 -6.444 -10.057 -0.226 -0.421 0.339
H 2.039 -5.504 -10.933 -0.121 0.261 0.197
H 0.810 -7.691 -9.754 0.687 -0.101 -0.294
H 0.076 -6.207 -9.642 0.214 0.651 -0.163
H 1.603 -7.706 -7.633 0.049 0.313 0.607
H 0.150 -6.630 -7.434 0.333 -0.144 0.288
C -4.416 -0.034 6.636 -0.783 -1.565 2.155
C -3.182 0.726 6.354 1.210 0.249 -2.414
C -2.215 -0.131 5.392 -0.415 2.925 1.288
N -0.872 0.687 5.093 -0.837 -2.989 -2.557
C -0.007 -0.426 4.404 -0.020 1.514 0.141
C -0.109 1.255 6.243 -0.747 0.201 0.166
C -0.484 2.734 6.178 0.576 0.519 0.620
C -0.409 3.015 4.720 -0.411 0.844 -1.555
C -1.122 1.843 4.093 -0.310 -0.198 -0.530
H -5.203 0.589 7.060 -0.022 0.103 -0.330
H -4.183 -0.719 7.452 -0.135 -0.300 0.203
H -4.840 -0.703 5.887 0.194 0.526 -0.551
H -2.624 1.081 7.220 -0.159 -0.552 0.297
H -3.545 1.652 5.908 0.623 0.142 -0.716
H -2.626 -0.325 4.401 -0.169 0.298 0.070
H -2.034 -1.100 5.857 0.661 0.203 0.136
H 0.620 -0.852 5.187 -0.466 -0.516 -0.091
H 0.674 0.015 3.676 -0.053 0.304 0.091
H -0.668 -1.088 3.844 0.155 -0.169 0.381
H 0.943 1.089 6.012 0.018 0.211 0.211
H -0.412 0.649 7.097 0.249 0.415 0.296
H 0.226 3.453 6.587 -0.096 -0.501 0.927
H -1.495 2.966 6.513 0.134 -0.268 0.385
H 0.609 3.237 4.401 0.148 -0.593 -0.157
H -0.962 3.923 4.478 -0.045 0.070 -0.001
H -0.926 1.550 3.062 1.085 -0.339 0.296
H -2.164 2.112 3.916 -0.414 -0.412 1.201
C 4.043 -7.043 6.080 0.098 0.893 0.998
C 3.811 -5.507 5.869 0.000 -2.465 0.052
C 4.279 -4.984 4.512 0.135 0.346 -0.138
N 3.177 -4.546 3.517 -0.407 0.240 -0.488
C 2.346 -3.380 4.186 1.462 -1.219 -1.066
C 3.854 -4.003 2.152 -1.018 -1.484 0.508
C 2.865 -4.443 1.060 0.531 -0.231 -0.517
C 2.232 -5.801 1.439 0.022 0.572 2.325
C 2.163 -5.770 3.041 0.805 1.322 -0.528
H 3.463 -7.712 5.443 0.393 0.004 -0.133
H 3.745 -7.205 7.116 -0.488 -0.302 -0.014
H 5.108 -7.249 6.186 0.047 -0.302 -0.908
H 4.392 -5.131 6.711 -0.212 0.870 -0.349
H 2.747 -5.421 6.090 0.010 0.740 -0.215
H 4.968 -5.641 3.983 -0.572 -0.659 -0.090
H 4.981 -4.176 4.719 -0.625 0.802 -0.448
H 1.852 -3.808 5.059 -0.192 0.217 -0.318
H 1.720 -2.939 3.411 -0.266 -0.255 0.163
H 3.081 -2.632 4.483 0.001 -0.084 0.105
H 4.109 -2.951 2.286 -0.360 -0.055 -0.153
H 4.777 -4.540 1.937 0.121 -0.077 0.797
H 2.160 -3.652 0.804 -0.298 -0.255 0.301
H 3.367 -4.714 0.131 0.513 0.737 -0.059
H 1.282 -5.863 0.908 -0.306 -0.123 0.623
H 2.775 -6.709 1.176 0.475 0.427 -0.269
H 1.153 -5.566 3.398 0.217 0.472 0.106
H 2.500 -6.657 3.578 0.234 0.044 -0.386
C 5.799 -1.526 -0.802 0.383 1.346 -0.750
F 4.634 -1.330 -0.201 -0.716 -0.360 -0.100
F 6.145 -2.787 -0.766 0.001 -0.190 0.298
F 5.682 -1.191 -2.135 -0.123 -0.194 1.357
S 7.055 -0.330 0.007 1.979 1.254 -2.033
O 8.251 -1.137 0.074 -0.941 0.298 0.804
O 7.215 0.736 -1.000 -1.847 -0.697 2.291
N 6.384 0.183 1.584 0.971 -0.560 -4.569
S 7.038 -0.899 2.494 0.029 -2.925 2.750
O 6.708 -2.290 2.024 0.339 2.529 1.417
O 8.354 -0.569 2.970 -0.786 -0.618 -0.295
C 5.923 -0.626 4.099 2.236 1.388 -0.733
F 5.586 -1.784 4.584 -0.957 -1.718 0.405
F 6.575 0.017 5.078 0.270 -0.103 -0.504
F 4.857 0.106 3.835 -1.151 0.071 -0.375
C -2.002 2.192 0.126 -0.288 1.075 0.193
F -1.109 2.918 -0.567 0.106 -0.606 0.118
F -2.161 2.760 1.311 0.659 -0.354 0.216
F -3.166 2.251 -0.483 -0.298 -0.101 -0.554
S -1.617 0.393 0.215 -0.581 -1.144 0.076
O -2.523 -0.094 1.254 1.352 0.648 -0.923
O -1.838 -0.111 -1.143 0.548 0.881 1.758
N 0.030 0.376 0.720 -4.986 3.847 -0.357
S 0.524 -1.007 0.563 3.799 -7.990 0.567
O 1.692 -1.204 1.469 -1.850 0.530 -1.900
O -0.407 -2.206 0.560 1.634 3.182 -0.290
C 1.236 -0.980 -1.248 3.468 -1.365 1.783
F 2.017 0.122 -1.357 -1.207 0.320 -0.236
F 2.194 -1.979 -1.473 -1.735 0.389 0.592
F 0.344 -1.083 -2.166 -0.681 0.292 -0.943
C -3.032 7.953 4.161 -1.380 1.794 -1.439
F -2.586 6.740 4.134 0.368 -1.563 0.110
F -3.169 8.353 5.372 -0.918 0.123 2.416
F -2.138 8.764 3.640 0.925 0.455 -1.306
S -4.736 8.223 3.193 -2.394 -2.174 -1.305
O -5.723 8.935 3.926 0.946 1.846 0.917
O -4.411 8.655 1.821 0.196 -0.516 2.185
N -5.544 6.688 3.312 4.338 0.686 -1.789
S -4.758 5.818 2.170 -3.742 -1.276 -0.317
O -5.617 5.714 0.996 0.241 -0.770 0.489
O -3.408 6.070 1.778 1.977 -0.030 0.347
C -4.772 4.025 3.014 -1.960 4.064 -2.188
F -5.985 3.905 3.572 1.079 -0.638 0.609
F -4.729 3.188 1.981 0.786 -1.089 0.558
F -3.760 3.934 3.867 -0.146 -1.128 0.194
```
Forces are in eV/Å.

Atomic partial charges in e from the Löwdin method, atoms 1 to 4: 0.011 -0.295 0.005 0.042